# C14H20N2O5S

An isolated molecule of C14H20N2O5S (ωB97M-V/def2-TZVPD, the OMol25 dataset).

Last columns: bonded neighbours and bond lengths (Å).
Element x y z (Å)
1 C -6.503 -1.302 0.713  H2 1.089, O3 1.406, H41 1.095, H42 1.095
2 H -7.584 -1.172 0.751  C1 1.089
3 O -5.985 -0.061 0.301  C1 1.406, C4 1.364
4 C -4.634 0.068 0.169  O3 1.364, C5 1.391, C9 1.396
5 C -3.708 -0.942 0.405  C4 1.391, C6 1.383, H40 1.079
6 C -2.358 -0.693 0.236  C5 1.383, C7 1.390, H39 1.081
7 C -1.906 0.559 -0.168  C6 1.390, C8 1.393, N12 1.401
8 C -2.833 1.572 -0.405  C7 1.393, C9 1.378, H11 1.077
9 C -4.178 1.323 -0.237  C4 1.396, C8 1.378, H10 1.078
10 H -4.906 2.098 -0.417  C9 1.078
11 H -2.492 2.544 -0.719  C8 1.077
12 N -0.523 0.729 -0.312  C7 1.401, C13 1.353, H38 1.019
13 C 0.159 1.824 -0.718  N12 1.353, O14 1.211, C15 1.540
14 O -0.321 2.884 -1.053  C13 1.211
15 C 1.680 1.583 -0.717  C13 1.540, N16 1.447, C24 1.549, H37 1.096
16 N 2.120 1.218 0.612  C15 1.447, C17 1.360, H23 1.007
17 C 3.295 1.671 1.126  N16 1.360, O18 1.213, C19 1.506
18 O 4.093 2.287 0.452  C17 1.213
19 C 3.503 1.310 2.573  C17 1.506, H20 1.086, H21 1.087, H22 1.089
20 H 4.387 1.817 2.949  C19 1.086
21 H 2.637 1.589 3.168  C19 1.087
22 H 3.650 0.234 2.637  C19 1.089
23 H 1.518 0.653 1.189  N16 1.007
24 C 2.056 0.547 -1.806  C15 1.549, C25 1.514, H35 1.092, H36 1.091
25 C 3.253 -0.286 -1.398  C24 1.514, H26 1.086, H27 1.087, S28 1.829
26 H 3.648 -0.857 -2.234  C25 1.086
27 H 4.040 0.318 -0.954  C25 1.087
28 S 2.746 -1.524 -0.150  C25 1.829, O29 1.436, O30 1.449, C31 1.816
29 O 3.544 -1.421 1.039  S28 1.436
30 O 1.310 -1.477 0.039  S28 1.449
31 C 3.117 -3.121 -0.931  S28 1.816, H32 1.083, H33 1.082, H34 1.082
32 H 2.827 -3.900 -0.236  C31 1.083
33 H 4.182 -3.166 -1.120  C31 1.082
34 H 2.542 -3.198 -1.844  C31 1.082
35 H 1.217 -0.125 -1.998  C24 1.092
36 H 2.274 1.082 -2.731  C24 1.091
37 H 2.180 2.531 -0.946  C15 1.096
38 H 0.017 -0.112 -0.114  N12 1.019
39 H -1.640 -1.480 0.420  C6 1.081
40 H -4.021 -1.925 0.720  C5 1.079
41 H -6.261 -2.097 -0.001  C1 1.095
42 H -6.138 -1.582 1.706  C1 1.095

Summary:
Total energy ... -38895.951 eV
ΔE to the lowest compared entry with this formula, charge and spin ... 57.54 kJ/mol